Record 1
Computed, not measured: a structure of composition C32H41N8O5S2Tm, with ωB97M-V/def2-TZVPD.

## Properties
- HOMO level (spin up / spin down) (eV) = -12.4 / -12.4
- spin multiplicity = 3
- charge = +2
- HOMO-LUMO gap (spin up / spin down) (eV) = 7.11 / 7.12

Each line ends with the Löwdin charge.
CARTESIAN COORDINATES (ANGSTROEM)
Tm: 0.668 -0.555 0.658  1.487
C: 6.649 -3.152 3.059  -0.035
C: 5.637 -2.384 2.251  -0.260
C: 5.707 -0.997 2.123  -0.015
C: 4.754 -0.280 1.428  0.003
C: 3.668 -0.904 0.797  -0.237
N: 2.681 -0.195 0.088  -0.142
C: 3.008 1.165 -0.199  -0.281
C: 3.727 1.415 -1.366  0.004
C: 4.160 2.677 -1.713  -0.012
C: 3.885 3.762 -0.884  -0.256
C: 4.388 5.145 -1.213  -0.029
C: 3.152 3.527 0.268  0.018
C: 2.707 2.253 0.621  -0.129
N: 1.944 2.139 1.850  -0.048
C: 1.688 3.132 2.725  -0.030
C: 0.951 2.619 3.767  -0.014
C: 0.772 1.281 3.439  -0.125
N: 1.373 0.984 2.285  -0.055
C: 3.632 -2.299 0.893  -0.136
C: 4.581 -3.013 1.621  0.020
N: 2.663 -3.069 0.164  -0.079
C: 2.922 -4.184 -0.536  -0.014
C: 1.722 -4.683 -1.002  -0.012
C: 0.771 -3.784 -0.542  -0.124
N: 1.337 -2.793 0.161  -0.054
H: 7.644 -2.717 2.956  0.086
H: 6.701 -4.197 2.752  0.082
H: 6.391 -3.130 4.120  0.091
H: 6.534 -0.464 2.586  0.127
H: 4.859 0.795 1.350  0.118
H: 3.947 0.562 -1.996  0.130
H: 4.725 2.827 -2.627  0.128
H: 5.443 5.238 -0.947  0.095
H: 3.839 5.914 -0.669  0.081
H: 4.302 5.351 -2.281  0.088
H: 2.939 4.379 0.901  0.109
H: 2.053 4.135 2.592  0.131
H: 0.595 3.149 4.636  0.120
H: 0.277 0.507 4.006  0.126
H: 4.482 -4.093 1.685  0.130
H: 3.933 -4.537 -0.668  0.147
H: 1.566 -5.573 -1.593  0.116
H: -0.296 -3.821 -0.679  0.102
C: -0.217 4.152 -1.752  -0.112
C: -1.399 3.322 -1.253  -0.359
S: -0.968 2.502 0.283  1.034
O: -0.260 1.214 -0.194  -0.639
C: -2.593 1.918 0.778  -0.356
C: -2.490 1.025 2.012  -0.111
H: -0.480 4.640 -2.689  0.090
H: 0.662 3.525 -1.926  0.074
H: 0.049 4.929 -1.032  0.082
H: -1.667 2.514 -1.938  0.105
H: -2.280 3.932 -1.043  0.107
H: -3.014 1.384 -0.076  0.068
H: -3.187 2.812 0.983  0.114
H: -1.670 0.313 1.905  0.014
H: -3.406 0.446 2.115  0.090
H: -2.329 1.603 2.921  0.088
C: -6.802 1.521 -2.610  -0.097
C: -6.764 0.226 -1.798  -0.270
S: -5.106 -0.434 -1.670  0.686
O: -4.331 -0.025 -2.822  -0.314
O: -4.560 -0.153 -0.352  -0.323
C: -5.340 -2.200 -1.786  -0.198
C: -4.003 -2.922 -1.944  -0.097
N: -3.087 -2.688 -0.806  0.070
C: -1.997 -1.902 -0.851  -0.345
N: -1.472 -1.759 0.366  -0.011
C: -2.215 -2.531 1.218  -0.022
C: -3.203 -3.112 0.512  -0.117
N: -4.191 -4.026 1.040  -0.316
O: -4.998 -4.513 0.262  0.104
O: -4.108 -4.267 2.223  0.134
C: -1.416 -1.315 -2.092  0.032
H: -7.831 1.724 -2.901  0.090
H: -6.200 1.439 -3.513  0.074
H: -6.440 2.366 -2.026  0.083
H: -7.356 -0.565 -2.263  0.105
H: -7.096 0.361 -0.768  0.110
H: -5.963 -2.391 -2.661  0.125
H: -5.865 -2.518 -0.889  0.107
H: -3.498 -2.574 -2.840  0.126
H: -4.192 -3.983 -2.036  0.135
H: -2.014 -2.635 2.272  0.142
H: -1.089 -2.098 -2.778  0.112
H: -0.562 -0.700 -1.839  0.057
H: -2.135 -0.685 -2.609  0.076

Forces on atoms 1 to 2 (eV/Å):
0.039 -0.239 0.091
-0.030 0.032 -0.027

***

Record 2
Computed, not measured: a structure of composition C3H3Br9, with ωB97M-V/def2-TZVPD.

## Properties
- HOMO level (eV) = -10.2
- spin multiplicity = 1
- HOMO-LUMO gap (eV) = 10.02

Each line ends with the Löwdin charge.
CARTESIAN COORDINATES (ANGSTROEM)
C: 1.526 -0.027 -4.440  -1.662
Br: 0.148 -0.620 -5.609  0.599
Br: 2.089 -1.432 -3.265  0.585
Br: 0.991 1.514 -3.432  0.615
H: 2.369 0.271 -5.047  -0.027
C: -1.885 -0.544 3.903  -1.686
Br: -2.291 -2.416 3.682  0.551
Br: -0.153 -0.296 4.698  0.563
Br: -3.274 0.339 4.875  0.584
H: -1.826 -0.118 2.911  -0.102
C: 0.499 0.668 0.219  -1.661
Br: 2.171 0.877 1.111  0.590
Br: -0.694 2.123 0.563  0.586
Br: -0.350 -0.997 0.679  0.593
H: 0.680 0.656 -0.846  -0.126

Forces on atoms 1 to 2 (eV/Å):
0.146 0.008 0.100
-0.263 -0.068 -0.256

***

The following max |F| values (in Eh/bohr) correspond, in order, to the records above: 0.0101; 0.0073.
The following ΔE to the lowest compared entry with this formula, charge and spin values (in kcal per mole) correspond, in order, to the records above: 5.57; 0.19.